This record from the Open Molecules 2025 dataset describes 2 unconnected molecules or ions with the total composition C4H5O3 in a non-equilibrium geometry. The level of theory is ωB97M-V/def2-TZVPD.

```
12
Properties=species:S:1:pos:R:3:lowdin_charge:R:1
C -2.224 0.096 0.021 -0.48
C -0.004 1.111 0.212 0.02
C 0.751 -0.171 -0.374 -0.02
C -1.367 -1.189 0.115 0.14
O -1.477 1.118 -0.131 0.09
O -0.137 -1.273 -0.083 0.08
O -3.405 -0.086 -0.119 0.21
H 0.162 0.875 1.254 0.14
H 0.303 2.029 -0.403 0.19
H 0.920 -0.089 -1.384 0.11
H 1.757 -0.437 0.068 0.18
H -2.212 -2.504 0.107 0.35
```

Results
- charge = +1
- energy relative to the best compared isomer or geometry (same formula, charge and spin) (eV) = 3.716
- DFT total energy (hartree) = -380.69122
- E_HOMO (eV) = -16.09
- LUMO (eV) = -6.891